No. 1
DFT (ωB97M-V/def2-TZVPD) results for 7 unconnected molecules or ions with the total composition C43H90F9N6O7S3 in a non-equilibrium geometry.

Output
Kohn-Sham gap in Eh: 0.2692
Charge: +3

Each line ends with the Löwdin charge.
Atoms and positions in Å:
1 C 0.5887 1.6242 -0.3030  -0.69
2 F -0.3591 2.0071 0.5825  0.11
3 F 0.3827 2.0256 -1.5894  0.12
4 F 1.6562 2.1559 0.0958  0.18
5 S 0.7164 -0.2755 -0.2531  0.55
6 O 1.9034 -0.6245 -1.1117  -0.35
7 O 0.7332 -0.5889 1.1866  -0.35
8 O -0.5677 -0.6462 -0.9383  -0.37
9 C -3.5080 -6.2031 5.2189  -0.09
10 C -3.3320 -4.8731 4.5324  -0.23
11 C -2.1310 -4.8679 3.5130  -0.09
12 N -1.8272 -3.5653 2.7064  -0.22
13 C -3.1359 -3.0268 2.1627  0.04
14 C -1.1958 -2.5962 3.7360  -0.12
15 C 0.2642 -2.9607 3.9248  -0.14
16 C 0.6860 -3.7409 2.6358  -0.13
17 C -0.5852 -3.7514 1.7158  -0.04
18 H -3.7282 -6.9854 4.4925  0.08
19 H -4.3617 -6.3175 5.8868  0.09
20 H -2.6068 -6.4977 5.7567  0.08
21 H -3.2349 -4.0737 5.2669  0.10
22 H -4.3078 -4.5899 4.1377  0.11
23 H -2.2365 -5.6665 2.7787  0.13
24 H -1.2023 -5.1454 4.0114  0.12
25 H -3.6495 -3.8912 1.7418  0.12
26 H -2.8264 -2.2258 1.4914  0.09
27 H -3.6977 -2.5921 2.9894  0.11
28 H -1.3095 -1.5883 3.3368  0.12
29 H -1.6760 -2.5432 4.7131  0.13
30 H 0.7885 -2.0053 3.9034  0.10
31 H 0.4426 -3.4924 4.8595  0.12
32 H 1.6001 -3.2950 2.2437  0.11
33 H 0.9460 -4.7538 2.9431  0.11
34 H -0.6450 -2.7908 1.2042  0.10
35 H -0.6806 -4.6172 1.0605  0.11
36 C -5.3685 6.2002 -0.2521  -0.12
37 C -4.4736 5.0591 -0.1711  -0.23
38 C -5.2236 3.6563 -0.5178  -0.03
39 N -4.2847 2.4146 -0.3679  -0.23
40 C -3.0311 2.5749 -1.2373  0.03
41 C -4.9528 1.0921 -0.6855  -0.07
42 C -4.1054 0.0026 -0.0049  -0.14
43 C -3.5475 0.7582 1.2113  -0.16
44 C -3.7873 2.2465 1.0547  -0.11
45 H -6.0097 6.1803 -1.1333  0.09
46 H -4.7981 7.1273 -0.3093  0.10
47 H -6.1358 6.1683 0.5214  0.09
48 H -4.1407 4.9467 0.8607  0.10
49 H -3.5361 5.2068 -0.7071  0.11
50 H -5.6392 3.6540 -1.5255  0.13
51 H -6.0504 3.5017 0.1754  0.13
52 H -2.4440 3.4099 -0.8550  0.10
53 H -3.3160 2.7725 -2.2707  0.08
54 H -2.4724 1.6491 -1.1004  0.09
55 H -5.1591 1.0245 -1.7536  0.15
56 H -5.9109 1.1631 -0.1707  0.14
57 H -3.2643 -0.3355 -0.6101  0.09
58 H -4.6842 -0.9003 0.1898  0.11
59 H -2.4748 0.5877 1.3023  0.09
60 H -3.9899 0.2848 2.0879  0.11
61 H -2.8528 2.7749 1.2434  0.12
62 H -4.5198 2.6548 1.7510  0.14
63 C 0.2525 3.4868 9.0034  -0.10
64 C 1.2417 3.0136 7.9827  -0.24
65 C 0.7280 2.2350 6.7168  -0.07
66 N 1.7976 1.7172 5.7168  -0.21
67 C 2.3575 0.3966 6.1699  0.01
68 C 3.0225 2.6229 5.4071  -0.09
69 C 3.4569 2.4012 3.9567  -0.12
70 C 2.3309 1.5499 3.2809  -0.14
71 C 1.2009 1.5541 4.2867  -0.10
72 H -0.1172 2.6992 9.6601  0.09
73 H -0.5848 3.9229 8.4587  0.08
74 H 0.6635 4.3528 9.5222  0.09
75 H 1.9135 2.4418 8.6230  0.11
76 H 1.8777 3.8719 7.7661  0.11
77 H 0.2625 3.0514 6.1647  0.12
78 H -0.1253 1.5594 6.7771  0.14
79 H 1.5632 -0.3212 6.3750  0.11
80 H 3.0163 0.5446 7.0255  0.11
81 H 3.1139 0.0030 5.4909  0.11
82 H 3.8834 2.3055 5.9956  0.13
83 H 2.8683 3.6914 5.5575  0.14
84 H 4.5064 2.1068 3.9629  0.13
85 H 3.3353 3.4221 3.5946  0.12
86 H 2.6678 0.5212 3.1524  0.11
87 H 1.9386 1.9544 2.3479  0.10
88 H 0.4747 0.7475 4.1863  0.13
89 H 0.6955 2.5113 4.1587  0.13
90 C 5.7709 -0.4810 -0.6741  -0.07
91 C 5.4288 0.8669 -1.3225  -0.24
92 C 5.1922 0.8582 -2.8254  -0.15
93 N 4.7008 2.1474 -3.4125  -0.19
94 C 5.3529 3.4668 -2.7891  0.06
95 C 4.8809 2.1303 -4.9441  -0.06
96 C 3.5876 1.3672 -5.4859  -0.10
97 C 2.5422 1.8625 -4.5216  -0.19
98 C 3.1222 2.1492 -3.1592  -0.08
99 H 4.9864 -1.2057 -0.8918  0.06
100 H 5.6838 -0.3224 0.4008  0.08
101 H 6.7170 -0.8662 -1.0544  0.09
102 H 6.2700 1.5570 -1.2575  0.10
103 H 4.6488 1.3212 -0.7114  0.11
104 H 4.4613 0.0798 -3.0445  0.13
105 H 6.0683 0.5420 -3.3917  0.14
106 H 4.8652 4.3102 -3.2778  0.10
107 H 6.3961 3.5155 -3.1014  0.11
108 H 5.1706 3.4650 -1.7145  0.09
109 H 4.8818 3.1506 -5.3278  0.13
110 H 5.8607 1.7530 -5.2368  0.13
111 H 3.3175 1.7668 -6.4634  0.13
112 H 3.6818 0.2894 -5.6185  0.11
113 H 2.1164 2.8418 -4.7401  0.12
114 H 1.7011 1.1712 -4.4691  0.10
115 H 2.6970 3.0879 -2.8039  0.13
116 H 2.7932 1.3481 -2.4973  0.09
117 C 0.9004 -2.4967 -6.2094  -0.08
118 C 0.5273 -3.4116 -5.0633  -0.21
119 C 1.1004 -2.9848 -3.6622  -0.08
120 N 0.9481 -4.0952 -2.5833  -0.21
121 C -0.5356 -4.2238 -2.1218  0.07
122 C 1.7559 -3.7001 -1.3532  -0.11
123 C 2.0569 -5.0211 -0.6946  -0.15
124 C 1.8334 -6.0933 -1.7066  -0.17
125 C 1.5260 -5.4599 -2.9967  -0.10
126 H 1.0214 -1.4499 -5.9305  0.07
127 H 0.2065 -2.6087 -7.0425  0.10
128 H 1.8912 -2.8625 -6.4790  0.08
129 H 0.5703 -4.4626 -5.3490  0.11
130 H -0.5075 -3.1019 -4.9169  0.10
131 H 0.6003 -2.1193 -3.2276  0.10
132 H 2.1658 -2.7616 -3.7178  0.13
133 H -0.8057 -4.6390 -1.1509  0.09
134 H -0.9259 -4.8806 -2.8992  0.11
135 H -0.9849 -3.2409 -2.2638  0.10
136 H 1.2291 -2.9633 -0.7468  0.10
137 H 2.6231 -3.1938 -1.7771  0.12
138 H 1.4093 -5.1638 0.1706  0.09
139 H 3.0450 -5.1096 -0.2430  0.13
140 H 0.9998 -6.7075 -1.3661  0.13
141 H 2.7025 -6.7376 -1.8393  0.14
142 H 0.7595 -5.9299 -3.6129  0.13
143 H 2.4446 -5.4178 -3.5820  0.15
144 C -1.7053 0.3459 -4.4034  -0.54
145 F -1.9426 -0.5774 -5.3984  0.09
146 F -2.8664 0.4253 -3.6639  0.08
147 F -0.6330 -0.0871 -3.6831  0.07
148 S -1.3042 2.1124 -5.1259  0.73
149 O -1.1263 2.9553 -3.8785  -0.37
150 O -0.0923 2.0255 -5.9680  -0.32
151 N -2.7954 2.1978 -6.0230  -0.28
152 S -3.4219 3.5586 -5.4618  0.62
153 O -4.3208 3.3326 -4.3015  -0.37
154 O -2.4808 4.7197 -5.3789  -0.34
155 C -4.5515 4.0252 -6.9446  -0.59
156 F -5.3374 5.0415 -6.5935  0.15
157 F -3.6146 4.3554 -7.9122  0.09
158 F -5.3324 2.9746 -7.2630  0.13

Atoms 1-2, force components in eV/Å:
-1.850 -2.534 -1.607
-0.602 0.128 -0.851

No. 2
DFT (ωB97M-V/def2-TZVPD) results for 6 unconnected molecules or ions with the total composition C43H92ClIO17.

Output
Kohn-Sham gap in Eh: 0.3464
Structure (SMILES): CCCCCC[C@@H]1[C@H](Cl)OC(=O)[C@H]1C[C@H](C)I.COCCOCCOC.COCCOCCOC.COCCOCCOC.COCCOCCOC.COCCOCCOC

Each line ends with the Löwdin charge.
Atoms and positions in Å:
1 C 1.1164 4.1251 -0.0426  -0.10
2 C -0.2844 4.0918 0.5964  -0.26
3 C -1.2861 5.0006 -0.1119  -0.24
4 C -2.7111 4.8738 0.4225  -0.24
5 C -3.7132 5.6923 -0.4094  -0.19
6 C -5.1430 5.1299 -0.4924  -0.16
7 C -6.1028 5.6950 0.5418  -0.28
8 C -5.7163 5.7686 2.0176  -0.59
9 Cl -5.1940 4.1764 2.6907  0.68
10 O -6.9031 6.1874 2.6677  0.00
11 C -7.9808 5.9460 1.8334  -0.43
12 O -9.0385 6.4640 2.0380  0.13
13 C -7.4920 5.0632 0.7040  -0.21
14 C -8.3941 4.9143 -0.5183  -0.21
15 C -9.1461 3.5841 -0.5481  -0.76
16 C -9.4334 3.0843 -1.9566  -0.18
17 I -11.0154 3.7668 0.5328  0.82
18 H 1.8921 4.3293 0.6967  0.05
19 H 1.1788 4.8816 -0.8300  0.07
20 H 1.3587 3.1659 -0.5077  0.06
21 H -0.6885 3.0745 0.5789  0.10
22 H -0.2159 4.3801 1.6503  0.11
23 H -1.2599 4.7968 -1.1902  0.11
24 H -0.9786 6.0494 0.0067  0.12
25 H -2.7054 5.2231 1.4619  0.10
26 H -3.0325 3.8276 0.4496  0.10
27 H -3.7735 6.7149 -0.0191  0.12
28 H -3.3200 5.7539 -1.4287  0.11
29 H -5.5536 5.4351 -1.4615  0.11
30 H -5.1465 4.0334 -0.4947  0.12
31 H -6.2587 6.7563 0.2886  0.17
32 H -4.9126 6.4588 2.2688  0.12
33 H -7.3574 4.0869 1.1909  0.13
34 H -9.0860 5.7560 -0.5905  0.11
35 H -7.7572 4.9401 -1.4118  0.11
36 H -8.5942 2.8219 0.0059  0.06
37 H -10.1512 2.2621 -1.9452  0.06
38 H -9.8394 3.8880 -2.5771  0.08
39 H -8.5046 2.7146 -2.4069  0.08
40 C 5.0239 -1.1920 -1.8836  -0.11
41 O 4.5008 -0.4099 -2.9304  -0.18
42 C 3.1252 -0.1314 -2.7350  -0.20
43 C 2.6898 1.1429 -3.4144  -0.18
44 O 3.0757 2.3335 -2.7518  -0.13
45 C 4.4301 2.7380 -2.8416  -0.18
46 C 4.8241 3.3180 -4.1801  -0.21
47 O 4.9837 2.3064 -5.1570  -0.20
48 C 4.7377 2.7572 -6.4679  -0.11
49 H 4.5435 -2.1780 -1.8560  0.07
50 H 6.0894 -1.3228 -2.0673  0.09
51 H 4.8937 -0.7001 -0.9124  0.09
52 H 2.9005 -0.0624 -1.6636  0.13
53 H 2.5460 -0.9671 -3.1518  0.13
54 H 1.5976 1.1552 -3.3874  0.13
55 H 3.0003 1.1495 -4.4617  0.12
56 H 5.1103 1.9328 -2.5538  0.12
57 H 4.5259 3.5405 -2.1063  0.13
58 H 5.7737 3.8576 -4.0580  0.13
59 H 4.0592 4.0378 -4.4954  0.13
60 H 3.7383 3.1994 -6.5553  0.09
61 H 4.7978 1.8923 -7.1255  0.09
62 H 5.4804 3.4977 -6.7875  0.09
63 C 5.6380 -4.5386 -3.9522  -0.10
64 O 6.7232 -5.1738 -3.3140  -0.19
65 C 7.0970 -4.5433 -2.1032  -0.21
66 C 7.6783 -5.5357 -1.1245  -0.18
67 O 6.7112 -6.3572 -0.4930  -0.12
68 C 6.1628 -7.4299 -1.2377  -0.19
69 C 7.0676 -8.6343 -1.3504  -0.21
70 O 8.1111 -8.4089 -2.2796  -0.19
71 C 9.2729 -9.1547 -2.0014  -0.11
72 H 5.9049 -3.5377 -4.3099  0.09
73 H 5.3519 -5.1558 -4.8018  0.09
74 H 4.7792 -4.4556 -3.2743  0.07
75 H 6.2269 -4.0594 -1.6428  0.11
76 H 7.8495 -3.7710 -2.3164  0.13
77 H 8.1268 -4.9616 -0.3105  0.13
78 H 8.4656 -6.1274 -1.5966  0.12
79 H 5.8291 -7.1049 -2.2261  0.12
80 H 5.2845 -7.7426 -0.6676  0.12
81 H 6.4651 -9.4925 -1.6798  0.13
82 H 7.4794 -8.8642 -0.3605  0.13
83 H 9.6359 -8.9607 -0.9855  0.09
84 H 10.0360 -8.8443 -2.7124  0.09
85 H 9.0996 -10.2312 -2.1150  0.09
86 C -1.1749 -3.2461 0.7287  -0.11
87 O -0.8951 -3.9607 -0.4523  -0.19
88 C -0.7784 -3.1357 -1.5944  -0.21
89 C 0.1051 -3.7714 -2.6415  -0.18
90 O 1.4901 -3.7038 -2.3549  -0.14
91 C 2.0174 -4.5590 -1.3547  -0.18
92 C 2.1686 -6.0005 -1.7804  -0.21
93 O 0.9200 -6.6655 -1.8051  -0.19
94 C 0.8779 -7.7308 -2.7254  -0.11
95 H -2.1747 -2.7962 0.6980  0.07
96 H -1.1331 -3.9557 1.5527  0.09
97 H -0.4353 -2.4566 0.9056  0.09
98 H -0.3625 -2.1580 -1.3208  0.13
99 H -1.7745 -2.9756 -2.0314  0.13
100 H -0.0151 -3.1880 -3.5574  0.13
101 H -0.2143 -4.7950 -2.8493  0.12
102 H 1.4518 -4.4856 -0.4233  0.13
103 H 3.0246 -4.1768 -1.1679  0.11
104 H 2.8368 -6.5037 -1.0673  0.13
105 H 2.6389 -6.0322 -2.7711  0.12
106 H 1.1365 -7.3936 -3.7359  0.09
107 H -0.1406 -8.1139 -2.7324  0.09
108 H 1.5591 -8.5404 -2.4383  0.09
109 C -5.6370 -3.3141 0.7103  -0.10
110 O -5.9009 -2.1461 1.4504  -0.19
111 C -5.3861 -0.9635 0.8698  -0.20
112 C -6.1619 0.2416 1.3503  -0.18
113 O -7.4442 0.3942 0.7634  -0.14
114 C -8.4705 -0.5040 1.1658  -0.18
115 C -8.9969 -0.2642 2.5608  -0.20
116 O -8.0917 -0.7353 3.5424  -0.20
117 C -8.1626 -0.0140 4.7509  -0.11
118 H -4.5721 -3.5751 0.7268  0.08
119 H -6.2031 -4.1220 1.1695  0.09
120 H -5.9569 -3.2094 -0.3333  0.09
121 H -5.4324 -1.0182 -0.2252  0.13
122 H -4.3347 -0.8366 1.1655  0.12
123 H -5.6078 1.1343 1.0487  0.12
124 H -6.2231 0.2357 2.4404  0.12
125 H -8.1608 -1.5428 1.0370  0.12
126 H -9.2909 -0.3090 0.4712  0.13
127 H -9.9545 -0.7907 2.6726  0.13
128 H -9.1775 0.8100 2.6900  0.12
129 H -8.0027 1.0578 4.5843  0.09
130 H -7.3745 -0.3905 5.4001  0.09
131 H -9.1292 -0.1529 5.2487  0.09
132 C 6.5704 2.0745 3.8487  -0.11
133 O 5.5426 2.8649 4.3978  -0.19
134 C 4.8000 3.5704 3.4210  -0.21
135 C 3.3964 3.8586 3.8989  -0.19
136 O 2.5245 2.7422 3.8626  -0.13
137 C 2.6634 1.7589 4.8726  -0.19
138 C 2.0604 2.1472 6.2021  -0.21
139 O 2.8728 3.0869 6.8808  -0.19
140 C 2.1460 3.9233 7.7499  -0.11
141 H 7.3525 2.6902 3.3890  0.09
142 H 7.0090 1.4999 4.6622  0.09
143 H 6.1791 1.3804 3.0958  0.09
144 H 4.7482 2.9946 2.4889  0.13
145 H 5.2976 4.5271 3.2081  0.13
146 H 2.9587 4.5702 3.1946  0.12
147 H 3.4086 4.3267 4.8856  0.12
148 H 3.7046 1.4529 4.9960  0.12
149 H 2.0980 0.9002 4.5034  0.13
150 H 1.9594 1.2415 6.8163  0.13
151 H 1.0587 2.5598 6.0322  0.13
152 H 1.3423 4.4462 7.2187  0.09
153 H 2.8408 4.6597 8.1487  0.09
154 H 1.7099 3.3599 8.5831  0.09

Atoms 1-2, force components in eV/Å:
-0.098 -0.247 -0.041
-0.006 0.122 -0.010

Q: The lowest Kohn-Sham gap belongs to which entry?
A: C43H90F9N6O7S3

Q: The highest Kohn-Sham gap belongs to which entry?
A: C43H92ClIO17

Q: Which of these has the lowest Kohn-Sham gap?
A: C43H90F9N6O7S3